(A)
The following is a quantum chemistry calculation of a molecular structure, CH5PS, from the OMol25 dataset.

Positions of all 8 atoms, in Å:
C: 1.157 0.087 -0.485
P: -1.695 -0.130 -0.017
S: -0.114 1.305 0.056
H: 2.170 0.461 -0.508
H: 0.679 -0.283 -1.696
H: 1.004 -0.714 0.254
H: -2.733 0.767 0.005
H: -1.599 -0.048 -1.399

As for the spin multiplicity: 1. The charge is 0.

(B)
The following is a quantum chemistry calculation of 2 unconnected molecules or ions with the total composition CH5PS, from the OMol25 dataset.

Positions of all 8 atoms, in Å:
C: 1.167 0.016 -0.374
P: -1.351 0.106 1.092
S: 0.029 1.297 0.109
H: 0.727 -0.634 -1.178
H: 1.141 -1.095 1.092
H: 2.078 0.397 -0.658
H: -0.387 -0.591 1.937
H: -1.665 1.110 2.112

As for the spin multiplicity: 1. The charge is 0.

On energetic grounds, (A) is preferred over the next structure by 206.3 kJ/mol.

(A)
The following is a quantum chemistry calculation of CH5PS in the gas phase, from the OMol25 dataset.

Positions of all 8 atoms, in Å:
C: -0.317 0.627 0.004
P: 1.113 -0.491 -0.015
S: 2.864 0.236 0.004
H: 0.074 1.227 0.963
H: -0.447 1.260 -0.802
H: -1.245 0.187 0.143
H: 0.973 -1.368 -0.991
H: 0.766 -1.290 0.999

As for the spin multiplicity: 1. The charge is 0.

(B)
The following is a quantum chemistry calculation of 2 unconnected molecules or ions with the total composition CH5PS, from the OMol25 dataset.

Positions of all 8 atoms, in Å:
C: -0.669 -0.984 0.494
P: 1.524 0.807 -0.006
S: 0.842 -1.058 -0.346
H: -1.538 -1.564 0.180
H: -0.902 1.430 -0.547
H: -0.827 -0.132 1.143
H: 2.833 0.619 -0.640
H: -1.265 0.881 -0.279

As for the spin multiplicity: 1. The charge is 0.

(C)
The following is a quantum chemistry calculation of CH5PS in the gas phase, from the OMol25 dataset.

Positions of all 8 atoms, in Å:
C: -1.123 -0.122 0.015
P: 0.831 1.059 -0.021
S: 2.226 -0.544 -0.009
H: -1.887 0.685 -0.004
H: -0.957 -0.643 0.909
H: -1.100 -0.780 -0.813
H: 0.230 1.089 -1.379
H: 1.779 -0.744 1.301

As for the spin multiplicity: 1. The charge is 0.

On energetic grounds, (A) is preferred over the next structure by 103.2 kJ/mol.

(A)
The following is a quantum chemistry calculation of a molecular structure, C25H28CrF5O3, from the OMol25 dataset.

Positions of all 62 atoms, in Å:
O: -1.747 0.962 -2.568
C: -0.846 0.672 -3.693
C: -1.873 0.428 -4.753
H: -0.288 -0.230 -3.414
H: -0.156 1.497 -3.907
C: -2.809 0.834 -3.596
H: -1.909 -0.617 -5.006
H: -1.924 1.055 -5.636
C: -3.750 -0.311 -3.260
H: -3.150 -1.189 -3.024
H: -4.370 -0.568 -4.135
H: -4.365 -0.086 -2.385
C: -3.479 2.182 -3.868
H: -2.710 2.957 -4.020
H: -4.164 2.450 -3.044
H: -4.069 2.159 -4.804
Cr: -1.349 1.586 0.417
C: -0.850 2.910 2.163
C: 0.226 1.952 2.016
C: 0.896 2.258 0.782
H: 0.537 1.127 2.683
C: 0.100 3.190 0.076
C: -0.931 3.678 0.967
H: -1.624 4.486 0.764
H: -1.501 3.056 3.044
H: 1.919 1.988 0.506
H: 0.379 3.573 -0.921
C: -1.713 0.285 2.640
C: -2.925 0.812 2.093
C: -3.343 -0.105 1.023
H: -3.467 1.700 2.450
C: -2.322 -1.102 0.924
C: -1.243 -0.761 1.807
H: -0.233 -1.221 1.886
H: -1.271 0.543 3.602
H: -4.299 -0.091 0.507
H: -2.414 -2.005 0.318
O: 1.178 -2.454 -2.339
C: 1.027 -1.487 -1.200
C: 1.813 -0.218 -1.439
H: 1.514 -1.958 -0.282
H: -0.016 -1.316 -0.868
C: 2.773 -0.705 -2.591
H: 2.348 -0.006 -0.499
H: 1.204 0.668 -1.684
C: 2.500 -2.212 -2.837
H: 3.829 -0.542 -2.295
H: 2.602 -0.192 -3.548
H: 3.261 -2.818 -2.270
H: 2.599 -2.519 -3.893
F: 4.690 -3.083 6.911
C: 4.063 -2.558 5.846
C: 4.301 -3.063 4.561
F: 5.200 -4.064 4.411
C: 3.615 -2.539 3.495
F: 3.850 -3.025 2.260
C: 2.627 -1.476 3.611
O: 1.988 -1.013 2.646
C: 2.446 -0.982 4.962
F: 1.548 0.029 5.119
C: 3.142 -1.506 6.021
F: 2.934 -1.012 7.268

Its expectation value of S² is 6.05. As for the spin multiplicity: 5. The charge is -1.

(B)
The following is a quantum chemistry calculation of a molecular structure, C25H28CrF5O3, from the OMol25 dataset.

Positions of all 62 atoms, in Å:
O: -0.276 -0.633 -4.004
C: -0.175 0.701 -4.615
C: -0.133 0.203 -6.051
H: 0.756 1.194 -4.316
H: -1.034 1.341 -4.376
C: -0.135 -1.170 -5.358
H: 0.778 0.470 -6.585
H: -1.046 0.333 -6.633
C: 1.147 -1.945 -5.612
H: 2.050 -1.353 -5.401
H: 1.169 -2.192 -6.690
H: 1.140 -2.879 -5.023
C: -1.324 -1.995 -5.763
H: -2.244 -1.441 -5.584
H: -1.327 -2.923 -5.190
H: -1.235 -2.212 -6.831
Cr: -0.933 -1.510 1.546
C: -2.751 -1.283 2.857
C: -2.098 0.003 2.846
C: -1.982 0.447 1.479
H: -1.828 0.572 3.720
C: -2.629 -0.547 0.617
C: -3.087 -1.634 1.480
H: -3.644 -2.504 1.162
H: -3.051 -1.812 3.744
H: -1.594 1.418 1.175
H: -2.858 -0.440 -0.446
C: 0.267 -2.535 3.104
C: -0.189 -3.462 2.079
C: 0.376 -3.041 0.807
H: -0.786 -4.361 2.261
C: 1.232 -1.887 1.062
C: 1.175 -1.596 2.476
H: 1.819 -0.891 2.994
H: 0.108 -2.634 4.176
H: 0.350 -3.604 -0.131
H: 1.925 -1.429 0.351
O: 1.689 1.207 -1.740
C: 0.490 0.419 -1.536
C: -0.753 1.311 -1.668
H: 0.566 0.012 -0.497
H: 0.499 -0.437 -2.233
C: -0.174 2.715 -1.906
H: -1.302 1.253 -0.728
H: -1.417 0.996 -2.471
C: 1.313 2.592 -1.523
H: -0.777 3.472 -1.395
H: -0.198 2.914 -2.985
H: 1.447 2.922 -0.470
H: 1.961 3.204 -2.166
F: 2.580 3.181 8.093
C: 2.085 2.620 6.983
C: 2.404 3.159 5.730
F: 3.219 4.223 5.654
C: 1.879 2.604 4.588
F: 2.192 3.095 3.381
C: 0.991 1.478 4.631
O: 0.509 0.982 3.589
C: 0.719 0.950 5.946
F: -0.067 -0.143 6.024
C: 1.248 1.509 7.078
F: 0.963 0.991 8.295

Its expectation value of S² is 6.03. As for the spin multiplicity: 5. The charge is -1.

On energetic grounds, (B) is preferred over the next structure by 111.9 kJ/mol.

(A)
The following is a quantum chemistry calculation of 2 unconnected molecules or ions with the total composition C2H5FSi, from the OMol25 dataset.

Positions of all 9 atoms, in Å:
C: 0.038 -0.783 0.766
C: 0.660 0.290 1.053
F: 2.024 0.422 0.889
Si: -0.840 1.076 -2.145
H: -0.989 -0.910 1.099
H: 0.733 -1.518 0.218
H: 0.545 1.057 1.718
H: -0.068 -0.113 -1.694
H: -2.102 0.479 -1.904

As for the spin multiplicity: 1. The charge is 0.

(B)
The following is a quantum chemistry calculation of C2H5FSi in the gas phase, from the OMol25 dataset.

Positions of all 9 atoms, in Å:
C: 1.490 0.398 -0.597
C: 0.455 0.439 0.292
F: -2.440 0.149 -0.453
Si: -1.214 -0.569 0.296
H: 1.271 -0.012 -1.541
H: 2.554 0.961 -0.453
H: 0.571 0.833 1.247
H: -1.796 -0.427 1.542
H: -0.891 -1.771 -0.332

As for the spin multiplicity: 1. The charge is 0.

(C)
The following is a quantum chemistry calculation of 2 unconnected molecules or ions with the total composition C2H5FSi, from the OMol25 dataset.

Positions of all 9 atoms, in Å:
C: 0.735 0.817 1.080
C: -0.111 -0.097 0.658
F: 1.283 0.751 2.334
Si: -0.630 -0.409 -1.192
H: 0.953 1.647 0.545
H: -0.489 -1.171 1.593
H: -0.204 0.855 -1.793
H: -1.885 -0.817 -1.553
H: 0.348 -1.576 -1.673

As for the spin multiplicity: 1. The charge is 0.

On energetic grounds, (B) is preferred over the next structure by 285.5 kJ/mol.